[1]
128
Properties=species:S:1:pos:R:3:forces:R:3:lowdin_charge:R:1 method="wB97M-V/def2-TZVPD" de_lowest_kcal_mol=38.1 charge=-2 gap_ha=0.159 e_homo_ev=-0.955 lumo_ev=3.38
C 3.301 -4.313 3.076 -0.0288 -0.0229 0.0307 -0.391
Cl 2.719 -5.206 -0.416 -0.0205 0.0113 0.0264 0.646
C 0.850 3.461 4.309 0.0123 -0.0063 0.0043 -0.141
H 4.961 -1.985 2.860 0.0086 -0.0153 0.0042 0.091
H -6.184 4.182 0.548 0.0016 0.0092 -0.0029 0.106
C -3.397 -2.108 4.071 -0.0303 -0.0146 0.0567 -0.038
C 1.566 6.015 3.534 0.0132 0.0291 -0.0168 -0.107
H -4.365 3.430 -2.749 0.0096 0.0060 -0.0071 0.111
C 1.098 3.710 2.960 -0.0369 0.0585 0.0201 -0.378
H -1.994 1.451 4.643 -0.0064 0.0008 0.0173 0.091
H 0.624 3.636 -3.966 0.0063 0.0139 0.0037 0.096
C 2.887 -4.764 4.329 0.0055 0.0067 0.0109 -0.146
H 5.378 2.482 -0.977 0.0131 -0.0031 -0.0006 0.095
H -5.645 -4.472 0.780 -0.0706 0.0537 0.0347 0.083
C 2.036 0.697 2.499 0.0169 -0.0622 -0.0325 -0.405
C -2.624 -0.001 3.200 0.0300 0.0482 0.0537 -0.048
C 3.633 -5.687 5.049 -0.0115 -0.0190 0.0321 -0.115
N -1.896 2.237 -0.667 0.2667 0.4425 -0.1331 0.174
C 5.229 -5.767 3.265 0.0229 -0.0223 -0.0046 -0.099
C 2.621 4.253 -1.818 0.0043 0.0170 -0.0053 -0.106
C -4.935 1.505 -2.000 -0.0345 -0.2288 -0.1163 -0.144
C 4.776 -0.828 -0.808 -0.0363 -0.0063 -0.0315 -0.087
H 2.805 -1.704 -0.824 -0.0215 -0.0119 -0.0238 0.079
C -3.150 -1.655 5.359 -0.0095 -0.0086 -0.0175 -0.103
C 0.964 4.466 5.260 0.0063 -0.0051 0.0127 -0.105
H 0.772 4.245 6.303 0.0007 -0.0006 0.0068 0.095
C 2.221 -4.574 -1.973 0.0149 -0.1194 -0.0404 -0.587
H 6.858 -0.792 1.860 0.0031 0.0024 -0.0022 0.090
H -6.334 4.670 -1.926 -0.0300 -0.0023 0.0084 0.101
C -3.137 -1.276 2.991 0.0290 -0.0295 -0.5171 -0.250
H -4.852 -4.412 -3.435 0.0732 -0.0427 0.0026 0.081
H -2.207 2.912 -4.837 -0.0075 0.0286 0.0047 0.106
C 5.913 -0.570 -0.060 0.0487 0.0091 0.0066 -0.120
C 1.754 3.771 -0.847 -0.0321 0.0125 -0.0212 -0.163
H -2.395 0.612 2.335 0.0165 0.0058 -0.0093 0.089
H -5.837 0.903 -1.854 0.0358 -0.0352 -0.0141 0.130
H 4.819 -4.526 1.573 0.0045 0.0087 -0.0144 0.080
C 1.070 -2.848 -3.293 0.0973 -0.1789 0.0764 -0.462
H -2.015 -0.232 -5.387 0.0421 -0.0358 0.0032 0.150
C 4.480 -4.840 2.553 -0.0023 0.0079 -0.0338 -0.156
H -1.326 4.366 -5.259 0.0054 -0.0048 -0.0055 0.103
C 1.485 -3.582 -4.419 -0.0514 0.1759 -0.1090 -0.612
H -0.822 3.571 -2.968 -0.0170 -0.0043 -0.0054 0.093
H -0.767 0.587 -7.131 0.0125 0.0164 0.0051 0.117
C 3.749 -1.930 1.082 0.0222 -0.0401 -0.0326 -0.375
N -1.356 0.497 -5.167 0.0210 0.2211 -0.0024 0.085
N -4.233 -2.438 1.410 0.3482 0.0218 -0.2435 0.059
H 4.607 4.162 -2.626 0.0041 -0.0040 -0.0105 0.094
C -5.188 -4.020 -0.095 0.0231 -0.1287 -0.1152 -0.092
H 6.141 -6.164 2.833 0.0061 -0.0014 -0.0026 0.095
C 4.898 -1.663 1.826 -0.0194 0.0344 0.0325 -0.148
C -4.352 -2.909 0.037 -0.0371 0.2526 0.5414 -0.342
C 1.321 5.750 4.874 0.0018 -0.0014 0.0226 -0.117
H -5.809 2.769 -3.510 -0.0026 0.0071 -0.0085 0.109
C -6.156 3.656 -1.559 0.0091 0.0424 -0.0359 -0.206
H -2.457 -0.028 6.583 0.0004 -0.0096 -0.0013 0.089
H -3.335 -2.311 6.201 -0.0008 0.0104 0.0116 0.092
H 0.720 4.101 -0.848 -0.0241 -0.0125 -0.0013 0.088
H 0.303 -0.537 2.881 -0.0153 -0.0062 0.0100 0.065
C 2.237 -4.768 -4.359 0.0182 -0.0119 -0.0993 -0.743
H 1.483 -2.100 4.493 0.0202 -0.0067 0.0190 0.034
H 2.833 1.190 3.060 0.0095 0.0098 -0.0089 0.072
C -2.654 -0.374 5.575 0.0020 0.0244 0.0067 -0.115
O -1.956 0.281 -3.016 -0.1856 0.1930 -0.1797 -0.086
H -3.773 -3.104 3.881 -0.0056 -0.0029 0.0057 0.100
H 2.508 0.149 1.682 0.0239 -0.0224 0.0013 0.019
C 2.187 2.850 0.106 0.0034 -0.0216 -0.0904 -0.385
H 3.018 -1.334 4.072 0.0117 0.0228 -0.0049 0.049
N -3.260 -1.691 1.620 -0.3524 -0.1805 0.3159 0.049
H -3.309 -2.530 -3.108 -0.0601 -0.0107 -0.0601 0.068
C -1.181 0.737 -3.840 -0.1373 -0.2279 -0.0822 -0.513
C -5.376 -4.564 -1.356 -0.0065 0.0411 0.0208 -0.144
O 0.423 -1.755 -3.362 0.0594 0.1047 -0.0327 -0.213
C 3.931 3.799 -1.862 0.0050 0.0363 -0.0214 -0.097
C 4.366 2.864 -0.935 0.0236 -0.0309 0.0137 -0.088
H -1.408 2.820 -7.137 -0.0073 0.0047 0.0062 0.098
C -2.394 0.455 4.490 -0.0143 -0.0240 -0.0358 -0.104
H 1.667 5.228 1.549 -0.0122 -0.0034 -0.0151 0.084
H 0.937 0.244 4.300 0.0011 -0.0032 0.0126 0.081
H 0.526 0.839 -5.993 -0.0147 -0.0244 0.0004 0.112
H 3.290 -6.017 6.024 0.0013 0.0015 -0.0024 0.090
H 3.863 1.652 0.745 0.0118 -0.0184 0.0120 0.085
Cl 3.558 -6.728 -3.027 -0.0137 0.0227 0.0032 0.568
Cl 1.055 -2.901 -5.978 0.0080 -0.0226 0.0103 0.585
C -5.510 3.710 -0.172 -0.0204 0.0174 0.0122 -0.183
C 1.454 5.004 2.588 0.0462 0.0027 -0.0042 -0.127
C 4.812 -6.190 4.519 0.0078 -0.0028 0.0123 -0.121
H 0.167 1.522 -2.419 -0.0272 0.0526 -0.0027 0.099
H 1.963 -4.393 4.760 -0.0162 0.0113 0.0044 0.084
H 0.570 2.463 4.632 -0.0159 -0.0127 0.0002 0.077
Rb -0.922 -1.283 -1.031 -0.6877 0.5581 0.4007 0.766
C -3.024 2.001 -0.708 -0.0516 -0.4873 0.3582 -0.297
H 2.266 4.966 -2.553 -0.0004 0.0084 -0.0006 0.094
C 3.698 -1.503 -0.244 0.0290 0.0033 0.0072 -0.104
C -3.853 -2.914 -2.245 -0.2418 0.1732 0.1191 -0.184
H -7.136 3.171 -1.480 0.0076 -0.0211 0.0111 0.110
C -0.521 1.079 -6.191 0.1106 -0.1423 -0.0392 -0.181
C -1.207 3.296 -5.060 -0.0016 -0.0065 -0.0076 -0.211
O 1.063 -2.817 -0.900 0.6772 -0.5560 0.0388 -0.440
C 5.973 -0.988 1.265 0.0168 -0.0005 0.0135 -0.104
C -3.689 -2.265 -1.003 0.0626 -0.0508 -0.3216 -0.178
C -5.141 2.309 0.304 -0.0235 -0.0439 -0.0101 -0.153
H 1.408 6.538 5.612 0.0005 0.0052 0.0050 0.090
H 4.716 -0.507 -1.841 0.0041 0.0024 -0.0089 0.107
C -5.291 2.879 -2.555 0.0018 0.0025 0.0532 -0.178
C 2.617 -5.264 -3.138 0.0329 -0.0584 -0.0028 -0.743
C -0.025 1.640 -3.484 0.1001 -0.0504 0.0048 -0.090
Sb 0.767 2.128 1.530 -0.1341 -0.0539 0.2066 1.511
C 2.010 -1.549 3.708 -0.0180 -0.0101 0.0252 -0.394
C -4.701 -3.998 -2.441 -0.0713 -0.1009 0.0971 -0.133
C 1.430 -3.424 -1.974 0.1482 0.1572 -0.1635 -0.463
H -4.258 0.943 -2.644 -0.0094 0.0126 0.0335 0.112
H -4.600 4.317 -0.211 0.0046 -0.0035 -0.0014 0.113
C -0.324 3.110 -3.824 -0.0124 -0.0003 -0.0296 -0.180
H 1.851 7.013 3.223 0.0002 -0.0002 0.0000 0.094
H -4.614 2.316 1.259 -0.0111 0.0378 -0.0069 0.122
H -6.038 1.695 0.422 0.0253 0.0058 0.0285 0.128
C -0.702 2.608 -6.329 -0.0046 0.0098 0.0148 -0.175
N -4.303 1.629 -0.683 -0.0016 0.1923 -0.1375 -0.074
Sb 2.051 -2.916 1.986 -0.0052 0.0592 -0.0032 1.533
C 1.242 -0.269 3.380 -0.0140 -0.0016 0.0117 -0.410
H -6.022 -5.424 -1.492 0.0060 -0.0035 -0.0133 0.076
C 3.501 2.393 0.043 0.0077 0.0283 0.0315 -0.108
Cl 2.681 -5.598 -5.829 0.0059 0.0040 0.0242 0.566
H 5.398 -6.911 5.077 0.0004 -0.0110 -0.0021 0.088
H 0.257 3.044 -6.628 -0.0012 0.0073 -0.0179 0.106
H 6.756 -0.052 -0.504 -0.0032 0.0058 -0.0014 0.090
H 0.863 1.296 -4.015 -0.0031 -0.0587 0.0445 0.119



[2]
12
Properties=species:S:1:pos:R:3:forces:R:3:lowdin_charge:R:1 method="wB97M-V/def2-TZVPD" de_lowest_kcal_mol=97.9 charge=0 gap_ha=0.344 e_homo_ev=-9.113 lumo_ev=0.24
H -1.361 -1.526 -1.292 0.0202 0.1239 -0.0312 0.093
N -2.189 -1.170 0.967 0.6464 0.8188 0.4702 0.114
N -0.689 0.618 1.873 -0.0417 -0.0537 -0.1027 0.093
N 1.385 0.844 -0.267 0.1414 -0.2398 -0.3040 0.071
C 1.394 -0.050 -1.180 0.0742 0.1213 0.1951 -0.249
H 2.176 1.481 -0.363 -0.1002 -0.0404 -0.0171 0.060
H -1.152 1.446 2.222 0.0143 -0.0928 -0.0288 0.098
C -1.517 -0.319 1.392 -0.6153 -0.6984 -0.3507 -0.384
C 0.455 -1.190 -1.099 -0.2638 0.3068 -0.1525 -0.065
H 2.165 -0.124 -1.958 -0.0719 0.0180 0.0785 0.110
H 0.103 0.811 1.244 -0.1161 -0.0190 0.0457 0.042
O -0.723 -0.819 -1.503 0.3124 -0.2448 0.1974 0.017



[3]
49
Properties=species:S:1:pos:R:3:forces:R:3:lowdin_charge:R:1 method="wB97M-V/def2-TZVPD" de_lowest_kcal_mol=0.0 charge=-5 gap_ha=0.271 e_homo_ev=-0.161 lumo_ev=7.21
F -5.314 -0.074 2.617 0.2744 -0.2976 -0.6588 0.113
O -5.596 -3.711 1.033 -0.8052 2.5284 1.4156 -0.395
F -1.040 -5.938 -4.749 -1.1612 -0.7880 0.2738 0.160
O 4.316 -3.011 0.507 1.1807 -0.5192 -0.3022 -0.379
O -0.095 -1.109 7.070 -0.3688 -1.0248 0.4957 -0.357
O -0.287 -3.149 -3.979 0.5779 -0.7333 0.3498 -0.346
O -7.230 -1.864 0.613 1.7109 -1.1318 2.1269 -0.433
F -2.430 -0.273 9.139 -0.5314 -0.7088 0.1207 0.085
O 6.600 1.460 -2.905 -1.1512 0.4189 -0.1936 -0.356
S -3.038 6.836 0.141 -1.2725 -1.6315 1.2068 0.469
F -0.706 -5.477 -6.908 -0.9522 -0.7957 0.1531 0.070
F -3.818 -1.621 2.191 0.4638 0.3464 0.5617 0.099
O -0.028 1.040 8.240 -1.9824 -1.3127 -0.5659 -0.399
F 5.246 -4.705 -1.757 -0.6232 -0.0160 0.3983 0.095
S 5.146 -4.139 0.951 -0.8910 2.2975 -0.7305 0.482
S 6.021 2.769 -2.618 0.3926 -0.6935 0.5773 0.459
C -0.355 -5.266 -5.619 2.0652 2.5226 -1.2944 -0.669
F 3.720 -5.891 -0.716 0.5177 0.1476 0.0300 0.115
K 0.607 1.019 0.392 0.0719 -0.1606 -0.0154 0.970
F -3.045 -1.308 7.264 0.4897 0.9188 0.7586 0.112
S -6.273 -2.498 1.605 -1.4469 0.0545 -1.8517 0.550
O -2.033 7.075 1.176 -0.5323 0.9173 -0.8519 -0.368
F 5.760 3.545 -5.197 0.2797 0.7120 -0.6016 0.097
O 4.488 -4.757 2.084 0.9235 -1.2841 -0.0139 -0.366
C -3.134 8.518 -0.920 0.1093 -2.9697 1.7818 -0.662
S -0.698 0.188 7.210 2.8756 2.3238 -1.3580 0.477
O -1.663 -2.801 -5.908 0.9293 -1.7121 -0.0972 -0.388
O 6.605 -3.876 1.056 -2.0167 -0.9929 -0.3501 -0.383
C -4.938 -1.037 1.756 -1.1750 -2.6813 0.4598 -0.657
F -4.666 -0.551 0.565 -0.1217 0.8576 -0.4430 0.131
F -1.939 8.821 -1.385 0.6860 0.2196 -0.9536 0.118
F 0.921 -5.725 -5.569 -0.1552 0.0608 0.4153 0.080
O -2.670 5.769 -0.768 0.3477 0.8182 -0.8144 -0.364
C -2.481 -0.198 7.799 1.5066 0.7758 -0.7283 -0.642
O 5.075 2.849 -1.499 0.2334 -0.1578 -1.1482 -0.374
C 4.932 -5.330 -0.600 0.8156 1.6204 1.0374 -0.637
F -4.015 8.408 -1.936 0.2924 0.6045 0.3599 0.097
O -0.752 0.918 5.922 -1.2020 -0.8719 1.5180 -0.378
O 0.767 -2.903 -6.227 -1.4560 -1.4102 1.1606 -0.384
F 4.112 4.181 -3.936 -0.8584 1.0720 -0.1326 0.138
F -3.455 9.497 -0.082 -0.8738 0.7775 -0.0779 0.101
O 7.067 3.767 -2.579 -0.0575 1.1401 -0.2510 -0.382
C 4.951 3.208 -4.187 3.0472 -0.3900 2.5159 -0.739
F 5.865 -6.271 -0.472 0.2066 -1.3755 0.0477 0.078
F 4.327 2.151 -4.554 -1.8172 -1.9140 -0.8068 0.165
F -3.227 0.862 7.500 -0.7234 -0.0395 -0.0729 0.106
S -0.387 -3.357 -5.401 0.0913 2.8189 -1.1886 0.479
O -4.405 6.611 0.663 1.2256 1.4291 -0.6758 -0.386
O -6.808 -2.653 2.978 0.8605 0.2302 -1.5866 -0.403